The following is a DFT calculation (ωB97M-V with the def2-TZVPD basis set) of a 5-piece molecular cluster, C36H54ClO13P overall in a non-equilibrium geometry.

ORCA input file:
```
! wB97M-V def2-TZVPD RIJCOSX def2/J DEFGRID3
* xyz 0 1
Cl -4.43705 -3.84939 3.30308
P -4.36488 -1.84719 3.85706
O -4.64749 0.79985 2.32431
O -0.36530 -2.23558 0.39580
O 1.27472 2.81104 -0.92904
O 5.94268 4.77308 0.21774
O 1.83558 6.63502 1.58622
O -8.15244 -0.95749 -4.01514
O -1.41006 -2.52511 3.16780
O -5.43740 1.81557 0.47634
O -3.54960 -1.72949 5.30511
O -2.40776 1.96208 1.01577
O 5.06096 -2.46872 -1.88259
O -0.64898 1.53016 -1.06341
O 4.15110 1.27876 -1.93243
C -0.69759 0.13768 -0.80790
C -2.39198 0.76467 1.16281
C 6.84510 6.91086 0.72654
C 6.12200 -2.04539 -2.28885
C 0.91249 -5.33604 3.42908
C -3.18367 -1.02907 2.66374
C 5.78120 5.97397 0.21113
C 2.50335 3.06052 -1.60992
C 1.19593 5.72448 2.06648
C 7.40474 -2.81074 -2.07937
C 1.82730 -4.85168 1.15124
C -6.15730 -1.45316 -5.20466
C -7.31201 0.84524 -5.31245
C 3.41566 -5.48532 3.05038
C -3.46489 0.14638 2.09312
C -5.47163 0.83461 1.16779
C -7.63085 -1.36772 -0.96232
C 0.51255 1.91034 -1.71658
C 3.68434 2.27224 -0.99817
C -1.20540 -1.38803 1.05070
C 6.21032 -0.73273 -3.02198
C 4.51250 6.59447 -0.31043
C 0.18387 4.95543 1.26061
C 1.38341 5.31239 3.50623
C 1.02821 -3.86359 -0.98808
C -7.29257 -0.56103 -4.76947
C 2.12880 -4.71367 2.67224
C -8.14439 -2.31379 -0.07237
C -7.76642 -2.22760 1.25475
C -1.87555 -1.74521 2.36548
C -6.78315 -0.37510 -0.53956
C 1.72932 -3.51696 0.36492
C -6.39707 -0.28645 0.80071
C 0.89850 -2.40976 1.07507
C -6.91453 -1.22200 1.67576
C -1.43636 -0.18963 0.49337
H 6.45514 7.49272 1.56307
H -8.12917 -2.94587 1.99006
H -5.20426 -1.02204 -4.89361
H 8.10359 -2.21247 -1.49277
H 3.44425 -5.60490 4.14321
H -7.96502 -1.44016 -1.99853
H 2.23317 -3.67055 3.00286
H 5.21978 -0.30124 -3.09576
H -6.26828 -2.43136 -4.74024
H 7.70065 6.33186 1.06979
H 0.46719 3.90362 1.21455
H -0.80566 5.05698 1.71027
H 0.21378 2.46302 -2.63146
H 2.43573 2.75001 -2.66610
H 4.73745 7.24906 -1.15482
H 0.84126 -6.39943 3.16246
H 0.44560 5.42793 4.05178
H 1.66748 -4.60346 -1.49966
H 0.90597 -5.42147 0.96277
H 7.84997 -3.06230 -3.04318
H 3.73992 0.42950 -1.73787
H -8.83678 -3.09502 -0.37693
H 2.65516 -5.42048 0.69648
H 1.47912 -1.46793 1.01381
H 2.72628 -3.15676 0.07487
H -6.17328 -1.57455 -6.28888
H 3.41091 1.74478 -0.07147
H -6.40882 1.37564 -5.00612
H 3.83895 5.80934 -0.64535
H 1.71626 4.27440 3.55600
H 1.14711 1.07187 -2.05760
H -3.05766 -0.89611 5.27368
H 0.92175 -2.99612 -1.64812
H 0.94251 -5.15037 4.50830
H 4.29176 -4.88490 2.75845
H 2.75064 4.13099 -1.61665
H 0.33498 -0.20788 -0.63252
H 4.02078 7.16105 0.48106
H -6.65899 -1.16949 2.73304
H -7.37794 0.82345 -6.40139
H 7.19213 -3.73198 -1.53967
H 0.07459 -4.38197 -0.82540
H 6.85391 -0.04314 -2.47445
H 2.13876 5.94597 3.96826
H -1.11400 -0.43566 -1.65124
H 0.71983 -2.58933 2.14092
H 0.15038 5.35175 0.24801
H 3.47400 -6.46016 2.54933
H 4.53618 2.92434 -0.76936
H -6.44457 0.33869 -1.28906
H 6.60217 -0.89126 -4.02870
H -8.17906 1.37216 -4.91868
H 0.01568 -4.85223 3.00727
H 7.17039 7.58025 -0.07136
*
```

## Properties
LUMO energy   -1.36 eV
SMILES   CC(C)C[C@@H](C)COC1=C(COCOCCO)C(=O)C(OC(=O)c2ccccc2)=C(P(O)Cl)C1=O.CC(C)=O.CC(C)=O.CC(C)=O.CC(C)=O
E_tot   -3183.72372 hartree
E_HOMO   -8.840 eV
HOMO-LUMO gap   0.2749 Eh